No. 1
5
Properties=species:S:1:pos:R:3:forces:R:3:lowdin_charge:R:1 method="wB97M-V/def2-TZVPD" homo_energy_ev=-10.4 max_force_ev_per_a=0.83 charge=0
C -0.03320 -0.00326 -0.15021 0.212 0.017 0.707 -1.598
Br -1.62507 -0.78598 0.67513 0.588 0.104 -0.572 0.540
Br 1.57033 -1.03313 0.21666 -0.245 0.064 0.135 0.548
Br 0.14719 1.82184 0.48751 0.051 -0.284 -0.266 0.542
H -0.05925 0.00053 -1.22909 -0.604 0.099 -0.004 -0.032

=====

No. 2
57
Properties=species:S:1:pos:R:3:forces:R:3:lowdin_charge:R:1 method="wB97M-V/def2-TZVPD" smiles="CCOC(=O)C1CCN(C(=O)c2cccc(NC(=O)C(CC)CC)c2)CC1" homo_energy_ev=-8.6 max_force_ev_per_a=0.67 charge=0
C -2.66085 0.50482 5.32555 0.065 -0.144 -0.447 -0.060
C -1.90755 0.49192 4.00876 0.417 0.374 0.372 -0.205
O -2.53980 -0.44639 3.13256 -0.368 -0.069 0.203 -0.003
C -1.81856 -0.92429 2.12553 0.098 -0.435 -0.268 -0.462
O -0.64488 -0.69785 1.97066 0.130 0.093 0.054 0.112
C -2.63915 -1.83607 1.21731 -0.043 0.016 -0.036 -0.198
C -4.12028 -1.45447 1.23234 0.099 -0.039 0.035 -0.116
C -4.26729 0.01900 0.82320 -0.393 0.172 0.286 -0.122
N -3.11581 0.44837 0.05337 -0.143 -0.102 0.078 -0.044
C -2.48156 1.59483 0.38646 -0.036 0.169 -0.112 -0.411
O -2.87377 2.31172 1.29424 0.030 0.244 0.119 0.067
C -1.30728 1.99366 -0.45122 0.349 0.229 -0.035 -0.121
C -1.35517 3.21306 -1.11800 -0.106 -0.065 0.047 -0.020
C -0.26334 3.64021 -1.85290 -0.035 0.031 0.025 -0.074
C 0.87057 2.85368 -1.94058 0.055 -0.155 0.073 -0.023
C 0.92122 1.63304 -1.27364 -0.389 0.203 -0.058 -0.203
N 2.06997 0.83814 -1.38040 0.276 0.372 -0.009 0.146
C 2.10277 -0.52489 -1.38138 0.492 -0.310 -0.205 -0.457
O 1.11841 -1.22223 -1.27716 -0.269 -0.171 0.049 0.088
C 3.50849 -1.10565 -1.50534 0.083 0.177 0.124 -0.267
C 4.29234 -0.76650 -0.22776 0.065 -0.259 -0.059 -0.217
C 5.58551 -1.56292 -0.09531 -0.148 0.186 0.003 -0.099
C 4.21811 -0.64574 -2.78448 -0.243 -0.203 -0.038 -0.221
C 3.36819 -0.89206 -4.02636 0.194 0.071 0.073 -0.088
C -0.15947 1.21687 -0.50607 0.011 0.056 0.025 0.041
C -2.69013 -0.52491 -0.92312 0.190 -0.280 -0.351 -0.115
C -2.10763 -1.76719 -0.21965 0.102 0.063 0.110 -0.102
H -2.20445 1.22564 5.99750 0.033 0.077 0.082 0.077
H -3.69729 0.78452 5.15792 -0.123 0.051 0.058 0.077
H -2.63436 -0.47889 5.78812 -0.003 -0.065 0.090 0.076
H -0.86065 0.20014 4.14405 -0.193 0.073 -0.030 0.123
H -1.94165 1.47411 3.52465 0.053 -0.168 0.020 0.121
H -2.50725 -2.85153 1.60589 0.023 0.079 0.017 0.158
H -4.54829 -1.60670 2.22200 -0.074 -0.011 -0.063 0.116
H -4.64790 -2.10197 0.52943 -0.006 -0.049 0.022 0.117
H -5.17530 0.16216 0.22426 0.052 0.016 0.056 0.130
H -4.32575 0.66762 1.69891 -0.050 -0.142 -0.181 0.118
H -2.24397 3.82130 -1.04892 -0.077 0.069 0.027 0.118
H -0.29637 4.59048 -2.36490 -0.004 0.066 -0.043 0.104
H 1.71985 3.18509 -2.52229 0.073 0.007 -0.085 0.109
H 2.91612 1.32452 -1.63739 -0.049 -0.143 0.081 0.136
H 3.37638 -2.19142 -1.55372 -0.101 0.101 0.001 0.151
H 4.52303 0.30164 -0.20623 -0.069 0.046 0.040 0.110
H 3.65420 -0.98335 0.63203 -0.010 0.095 0.033 0.121
H 6.05880 -1.34766 0.85976 0.103 -0.029 0.056 0.072
H 5.38234 -2.63008 -0.14338 0.021 -0.141 -0.002 0.077
H 6.28767 -1.30832 -0.88516 0.120 -0.028 -0.056 0.065
H 5.15423 -1.19797 -2.88265 0.058 0.094 0.063 0.108
H 4.47629 0.41536 -2.71904 0.106 0.035 0.045 0.109
H 3.11740 -1.94689 -4.10820 -0.059 -0.110 -0.047 0.082
H 3.90833 -0.59580 -4.92296 -0.025 0.005 -0.107 0.072
H 2.43831 -0.32887 -3.98230 -0.111 0.040 -0.056 0.072
H -0.08592 0.30725 0.06437 -0.045 -0.100 -0.004 0.094
H -3.57429 -0.80387 -1.50852 0.077 0.055 -0.022 0.129
H -1.95670 -0.08822 -1.59908 -0.152 -0.075 -0.008 0.122
H -1.01873 -1.72150 -0.20483 -0.044 -0.035 -0.050 0.087
H -2.39715 -2.66492 -0.76591 -0.005 -0.041 0.004 0.119

=====

No. 3
84
Properties=species:S:1:pos:R:3:forces:R:3:lowdin_charge:R:1 method="wB97M-V/def2-TZVPD" homo_energy_ev="-12.8 / -13.4" multiplicity=4 max_force_ev_per_a=8.20 charge=+2 s2=4.147
P 1.97091 -0.35259 -1.74650 -1.068 -1.115 0.954 1.189
C 2.13652 -1.68011 -2.90899 0.255 0.167 0.239 -0.349
C 2.20443 -1.30370 -4.25656 -0.019 -0.145 0.443 -0.084
H 1.99139 -0.26843 -4.53153 0.144 -0.388 -0.122 0.113
C 2.57409 -2.26130 -5.17784 -0.082 -0.023 -0.674 -0.054
H 2.63439 -1.96758 -6.22628 0.058 -0.256 0.232 0.123
C 2.85162 -3.56596 -4.77568 0.033 -0.047 -0.182 -0.034
H 3.13826 -4.30811 -5.52817 -0.093 0.290 0.364 0.127
C 2.75947 -3.93090 -3.43154 -0.049 -0.305 0.222 -0.050
H 2.97668 -4.95283 -3.11952 -0.070 0.253 -0.172 0.123
C 2.39149 -3.00106 -2.47115 0.014 0.794 -0.585 -0.058
H 2.32022 -3.25832 -1.41775 0.085 -0.027 -0.157 0.110
C 1.12478 1.06466 -2.38646 0.436 -0.245 -0.428 -0.371
C -0.10361 0.91381 -3.06652 0.492 0.071 0.219 -0.090
H -0.54582 -0.07625 -3.21058 0.159 0.346 0.143 0.108
C -0.70492 2.04889 -3.58319 -0.168 -0.103 -0.060 -0.059
H -1.66665 1.95589 -4.08056 0.172 0.101 -0.018 0.119
C -0.07277 3.28833 -3.48019 -0.089 0.304 0.010 -0.047
H -0.54455 4.18044 -3.90421 0.187 -0.379 0.118 0.125
C 1.16199 3.40286 -2.84673 -0.016 0.620 0.093 -0.056
H 1.67390 4.35949 -2.78233 -0.202 -0.061 -0.120 0.123
C 1.76494 2.30326 -2.27322 0.003 -0.467 0.023 -0.072
H 2.74504 2.36135 -1.78407 -0.449 0.131 -0.202 0.122
C 3.40885 -0.05725 -0.74588 -0.273 -0.011 0.279 -0.349
C 4.55604 0.11014 -1.51857 -0.282 0.025 -0.279 -0.092
H 4.47549 0.00866 -2.61128 0.293 0.095 0.535 0.124
C 5.74074 0.40659 -0.89002 0.729 0.077 0.005 -0.048
H 6.62943 0.53879 -1.50262 -0.047 0.016 0.271 0.124
C 5.79076 0.52424 0.49854 0.248 0.078 -0.120 -0.031
H 6.74609 0.76476 0.97585 -0.436 -0.098 -0.122 0.127
C 4.64675 0.32544 1.26697 -0.099 -0.012 0.341 -0.045
H 4.68914 0.41478 2.35066 0.077 -0.086 -0.216 0.124
C 3.43293 0.00591 0.67265 0.165 0.052 -1.065 -0.060
H 2.55189 -0.21288 1.27438 0.113 0.055 -0.083 0.104
Mn -1.26517 -1.45198 1.11614 -6.138 -0.347 5.424 0.150
C -2.13827 0.43820 1.93457 2.269 1.801 -1.776 -0.062
C -1.52910 1.57071 1.41181 -1.027 -1.191 0.941 -0.329
H -2.89009 0.53690 2.70679 -0.195 -0.375 -0.073 0.018
C -0.42876 1.34021 0.41524 0.264 1.354 0.056 -0.409
O 0.79193 1.87525 0.93141 0.020 0.247 -0.248 -0.008
H 1.59736 1.53451 0.49764 -0.657 0.069 0.018 0.068
C -0.39574 -0.06882 0.30251 1.973 -3.801 -1.227 -0.280
H -0.66681 1.68527 -0.59390 0.070 0.761 -0.050 0.129
C 0.16255 -1.18582 -0.03896 1.828 0.385 -1.616 -0.136
Cl -2.92189 -2.06900 3.00885 0.650 -0.013 -0.982 0.048
Cl -1.07453 -3.67933 0.78239 0.197 -0.182 -0.336 0.153
P -3.34363 -1.59305 -0.22717 0.019 -0.287 -0.295 0.823
C -4.54723 -2.91805 0.13213 0.422 0.052 0.423 -0.247
H -5.15573 -2.61380 0.99262 0.184 -0.146 -0.208 0.046
H -3.98865 -3.82495 0.39211 -0.217 0.169 -0.049 0.035
H -5.17587 -3.08892 -0.75253 0.206 0.137 0.183 0.066
C -4.37973 -0.09914 -0.39632 0.361 0.182 0.365 -0.225
H -3.74998 0.74563 -0.70604 -0.206 -0.179 0.023 0.036
H -4.81576 0.13102 0.58554 0.024 -0.047 -0.296 0.056
H -5.17499 -0.26892 -1.13587 0.235 -0.049 0.223 0.071
C -2.79446 -1.94116 -1.93543 0.225 0.042 0.175 -0.231
H -2.01688 -2.71538 -1.89064 -0.253 0.132 -0.120 0.038
H -2.37499 -1.02834 -2.37935 -0.151 -0.252 0.083 0.027
H -3.65088 -2.29445 -2.52369 0.246 0.112 0.068 0.065
P -1.83382 3.30073 1.81181 0.428 -1.137 -0.226 0.885
C -3.36117 3.43685 2.70908 -0.422 0.324 0.200 -0.164
C -1.90603 4.12774 0.21715 -0.210 0.421 -0.031 -0.154
H -3.30771 2.86549 3.64252 0.061 0.091 -0.175 0.078
H -4.20013 3.06636 2.10955 0.207 0.037 0.066 0.075
H -3.54456 4.49049 2.95258 0.008 -0.191 0.003 0.078
H -0.94574 4.03458 -0.30622 -0.173 0.012 0.222 0.060
H -2.13606 5.19213 0.36144 0.073 -0.227 -0.101 0.078
H -2.69330 3.67172 -0.39727 0.148 0.109 0.178 0.073
C -0.44271 3.90073 2.76240 0.018 0.414 0.238 -0.154
H -0.33375 3.28692 3.66447 -0.053 0.101 -0.189 0.083
H -0.59973 4.94821 3.04992 0.051 -0.198 -0.047 0.077
H 0.46412 3.80121 2.15717 -0.241 0.030 0.144 0.058
H 0.44447 -2.28792 -0.15272 -0.037 1.939 -0.192 0.034
C -0.92312 -1.20077 5.73468 -0.230 0.477 0.632 -0.096
N -0.15559 -2.29851 5.21758 0.386 -0.300 -0.688 0.015
C 0.40365 -2.31751 3.98617 0.473 -0.401 -0.373 -0.595
N 0.93584 -3.56412 3.62899 -0.292 1.760 0.663 0.160
O 0.51320 -1.31265 3.23537 -0.768 -1.025 0.043 -0.050
H -1.06643 -0.44688 4.95564 0.094 -0.264 0.121 0.063
H -0.40653 -0.74844 6.59238 -0.141 0.028 -0.213 0.089
H -1.90644 -1.55402 6.07552 0.257 0.117 -0.198 0.085
H -0.10197 -3.15130 5.76254 -0.137 0.341 -0.160 0.149
H 0.98536 -3.71093 2.64462 0.041 -0.191 -0.441 0.042
H 0.59554 -4.32771 4.17370 -0.111 -0.548 -0.065 0.093

=====

No. 4
17
Properties=species:S:1:pos:R:3:forces:R:3:lowdin_charge:R:1 method="wB97M-V/def2-TZVPD" homo_energy_ev="-7.1 / -7.1" max_force_ev_per_a=0.45 charge=0
C -2.28505 -0.49015 0.39638 0.288 0.105 -0.240 -0.063
C -0.54485 0.07167 -1.14189 0.096 -0.001 0.289 -0.100
O -0.27688 1.36314 -0.90183 0.037 -0.193 0.027 -0.070
C 1.00900 1.55929 -0.26534 0.140 -0.026 0.089 -0.113
C 1.62899 0.18040 -0.13698 0.077 0.087 -0.036 -0.207
C 0.95550 -0.76661 0.80084 -0.040 0.013 0.149 -0.068
C 0.58499 -0.77932 -0.66748 -0.030 -0.070 -0.158 -0.205
H -3.33191 -0.46692 0.06686 0.282 0.007 0.046 0.011
H -2.07381 0.31606 1.10706 -0.051 -0.204 -0.178 0.013
H -1.99366 -1.47635 0.77483 -0.063 0.263 -0.116 0.015
H -1.67115 -0.25150 -0.99277 -0.335 -0.125 0.268 0.045
H 1.59802 2.22394 -0.90796 -0.136 -0.155 0.114 0.126
H 0.83877 2.05563 0.69808 0.016 -0.103 -0.158 0.128
H 2.68126 0.05537 -0.37890 -0.238 0.030 0.052 0.139
H 0.22244 -0.37411 1.50289 0.146 -0.043 -0.158 0.103
H 1.53054 -1.61460 1.16865 -0.121 0.192 -0.121 0.108
H 0.85179 -1.65156 -1.26097 -0.068 0.222 0.134 0.137

=====

Copy entry 1 word for word.
5
Properties=species:S:1:pos:R:3:forces:R:3:lowdin_charge:R:1 method="wB97M-V/def2-TZVPD" homo_energy_ev=-10.4 max_force_ev_per_a=0.83 charge=0
C -0.03320 -0.00326 -0.15021 0.212 0.017 0.707 -1.598
Br -1.62507 -0.78598 0.67513 0.588 0.104 -0.572 0.540
Br 1.57033 -1.03313 0.21666 -0.245 0.064 0.135 0.548
Br 0.14719 1.82184 0.48751 0.051 -0.284 -0.266 0.542
H -0.05925 0.00053 -1.22909 -0.604 0.099 -0.004 -0.032